Record 1
Molecular formula: C15H44O7
Method: DFT, the ωB97M-V functional and the def2-TZVPD basis

Energy above the lowest of the compared OMol25 structures with the same formula, charge and spin (eV): 0.4320
HOMO energy (alpha / beta) (eV): -12.4 / -12.4
Calculated total energy (eV): -30590.7582
Lowest unoccupied orbital energy (alpha / beta) (eV): -2.34 / -8.83
Max |F| (eV/A): 3.78
Expectation value of S²: 0.7545

The geometry in ORCA input format:
```
! RIJCOSX wB97M-V def2-TZVPD def2/J DEFGRID3
* xyz 1 2
O -0.874 0.272 0.611
H -1.756 0.273 0.983
H -0.385 0.894 1.150
O -3.785 0.503 1.500
H -4.431 0.407 2.200
H -4.240 0.208 0.712
C -2.556 -0.892 -3.437
C -3.355 -0.569 -2.069
C -3.282 0.983 -1.954
O -4.726 -0.947 -2.116
H -3.121 -0.534 -4.297
H -2.404 -1.957 -3.611
H -1.603 -0.370 -3.522
H -2.845 -1.063 -1.242
H -3.527 1.302 -0.941
H -3.980 1.486 -2.624
H -2.263 1.370 -1.959
H -5.186 -0.694 -1.313
C -0.330 -2.842 -0.561
C -1.080 -3.058 0.753
C -1.079 -4.517 1.274
O -0.519 -2.157 1.651
H -0.772 -3.416 -1.376
H 0.715 -3.128 -0.448
H -0.399 -1.785 -0.815
H -2.140 -2.867 0.589
H -1.570 -5.112 0.504
H -1.423 -4.603 2.305
H -0.035 -4.828 1.301
H -0.488 -1.273 1.276
C 2.631 -0.399 1.384
C 2.748 -1.431 2.545
C 2.037 -0.940 3.789
O 2.284 -2.670 2.051
H 2.972 0.528 1.845
H 1.561 -0.311 1.196
H 3.185 -0.634 0.475
H 3.830 -1.518 2.653
H 2.176 -1.509 4.709
H 0.967 -0.898 3.590
H 2.317 0.098 3.970
H 1.348 -2.566 1.863
C 1.328 3.304 0.317
C 0.721 3.458 1.699
C -0.696 3.988 1.634
O 0.491 2.181 2.155
H 2.313 2.850 0.420
H 1.435 4.338 -0.011
H 0.808 2.700 -0.426
H 1.353 4.084 2.328
H -1.304 4.235 2.505
H -1.390 3.467 0.974
H -0.626 4.886 1.021
H 0.035 2.296 2.991
C 1.489 0.161 -2.033
C 2.353 1.198 -2.765
C 3.786 1.273 -2.245
O 2.487 0.834 -4.193
H 2.055 -0.770 -2.038
H 0.601 0.155 -2.666
H 1.334 0.460 -0.996
H 1.883 2.181 -2.781
H 4.336 0.334 -2.176
H 3.690 1.647 -1.226
H 4.350 2.023 -2.800
H 2.551 -0.120 -4.281
*
```

Record 2
Molecular formula: C6H6
Method: DFT, the ωB97M-V functional and the def2-TZVPD basis

Energy above the lowest of the compared OMol25 structures with the same formula, charge and spin (eV): 4.0631
HOMO energy (eV): -9.0
Calculated total energy (eV): -6315.1371
Lowest unoccupied orbital energy (eV): 0.94
Max |F| (eV/A): 0.86

The geometry in ORCA input format:
```
! RIJCOSX wB97M-V def2-TZVPD def2/J DEFGRID3
* xyz 0 1
C -0.426 -0.211 0.150
C -0.090 -1.434 0.290
C 0.065 1.071 -0.203
C 1.056 1.858 -0.550
C -1.377 0.934 0.105
C 0.426 -2.612 0.393
H 2.061 1.483 -0.665
H 0.904 2.910 -0.738
H -2.094 0.961 -0.707
H -1.763 1.326 1.039
H 0.442 -3.292 -0.444
H 0.797 -2.994 1.331
*
```

Record 3
Molecular formula: C6H13N
Method: DFT, the ωB97M-V functional and the def2-TZVPD basis

Energy above the lowest of the compared OMol25 structures with the same formula, charge and spin (eV): 1.9012
HOMO energy (alpha / beta) (eV): -16.0 / -16.4
Calculated total energy (eV): -7913.3115
Lowest unoccupied orbital energy (alpha / beta) (eV): -2.61 / -7.40
Max |F| (eV/A): 5.38
Expectation value of S²: 0.7542

The geometry in ORCA input format:
```
! RIJCOSX wB97M-V def2-TZVPD def2/J DEFGRID3
* xyz 1 2
C -2.132 1.430 -0.724
C -0.674 1.143 -0.554
N -0.335 0.229 0.578
C -0.336 -1.204 -0.075
C 1.185 -1.520 -0.342
C 1.730 -1.019 1.050
C 0.914 0.336 1.202
H -2.787 0.576 -0.885
H -2.290 1.842 -1.709
H -2.533 2.175 0.053
H -0.356 0.689 -1.520
H -0.079 2.057 -0.357
H -0.982 -1.105 -0.962
H -0.889 -1.820 0.658
H 1.327 -2.483 -0.677
H 1.591 -0.882 -1.149
H 2.818 -0.805 0.866
H 1.590 -1.614 1.901
H 0.857 0.941 2.173
H 1.382 1.035 0.474
*
```

Record 4
Molecular formula: C46H39ClN5O2P2Ti
Method: DFT, the ωB97M-V functional and the def2-TZVPD basis

Energy above the lowest of the compared OMol25 structures with the same formula, charge and spin (eV): 1.3458
HOMO energy (alpha / beta) (eV): -8.0 / -9.8
Calculated total energy (eV): -114095.1928
Lowest unoccupied orbital energy (alpha / beta) (eV): -1.87 / -2.46
Max |F| (eV/A): 2.72
Expectation value of S²: 2.0198

The geometry in ORCA input format:
```
! RIJCOSX wB97M-V def2-TZVPD def2/J DEFGRID3
* xyz 1 3
Ti 0.505 -0.142 -0.782
N 2.503 -2.056 2.524
C 2.243 -1.237 1.512
N 1.152 -1.228 0.841
C 0.148 -2.200 1.152
N -0.866 -2.361 0.384
N -0.879 -1.477 -0.674
C -1.747 -1.612 -1.689
C -1.669 -0.591 -2.665
C -2.478 -0.527 -3.814
C -2.372 0.545 -4.656
C -1.461 1.574 -4.354
C -0.681 1.443 -3.236
N -0.739 0.389 -2.401
C 0.324 -3.031 2.344
C -0.658 -3.896 2.821
C -0.413 -4.683 3.930
C 0.818 -4.616 4.579
C 1.798 -3.753 4.125
C 1.539 -2.963 3.014
H 3.406 -2.011 2.962
H 3.030 -0.534 1.259
H -2.450 -2.433 -1.729
H -3.174 -1.334 -4.011
H -2.987 0.606 -5.545
H -1.359 2.445 -4.988
H 0.028 2.216 -2.979
H -1.605 -3.937 2.295
H -1.181 -5.356 4.297
H 1.013 -5.239 5.444
H 2.761 -3.692 4.622
O -0.954 0.422 1.628
P -1.255 1.577 2.515
C -1.405 3.071 1.457
P 0.057 3.297 0.407
O 0.466 1.986 -0.200
C 1.408 4.025 1.326
C 2.561 3.272 1.536
C 3.633 3.833 2.220
C 3.550 5.137 2.688
C 2.399 5.889 2.477
C 1.329 5.336 1.794
C -0.372 4.525 -0.826
C -1.575 5.226 -0.829
C -1.831 6.154 -1.831
C -0.892 6.380 -2.826
C 0.316 5.689 -2.822
C 0.580 4.769 -1.822
C -0.010 1.918 3.760
C 0.889 0.905 4.070
C 1.881 1.116 5.016
C 1.980 2.347 5.650
C 1.081 3.364 5.348
C 0.083 3.152 4.407
C -2.830 1.482 3.370
C -3.948 1.180 2.582
C -5.205 1.109 3.161
C -5.352 1.332 4.526
C -4.245 1.608 5.315
C -2.981 1.685 4.741
H -1.652 3.967 2.030
H -2.216 2.835 0.765
H 2.610 2.259 1.155
H 4.532 3.250 2.385
H 4.390 5.575 3.214
H 2.343 6.907 2.839
H 0.436 5.929 1.613
H -2.320 5.052 -0.060
H -2.767 6.699 -1.834
H -1.099 7.099 -3.609
H 1.053 5.874 -3.596
H 1.528 4.237 -1.802
H 0.783 -0.051 3.573
H 2.578 0.323 5.261
H 2.755 2.516 6.389
H 1.158 4.323 5.846
H -0.619 3.950 4.180
H -3.819 0.972 1.524
H -6.069 0.873 2.552
H -6.336 1.280 4.978
H -4.362 1.760 6.381
H -2.117 1.886 5.363
Cl 2.499 1.294 -2.018
C 3.632 0.080 -1.440
C 4.873 0.458 -0.959
C 5.706 -0.523 -0.431
C 5.272 -1.844 -0.415
C 4.024 -2.188 -0.920
C 3.150 -1.230 -1.447
C 1.771 -1.502 -1.906
H 5.181 1.498 -0.996
H 6.685 -0.254 -0.053
H 5.922 -2.617 -0.017
H 3.709 -3.226 -0.918
H 1.533 -2.556 -1.795
H 1.653 -1.221 -2.955
*
```